{"formula": "C35H64F4O14", "method": "wB97M-V/def2-TZVPD", "homo_lumo_gap_ev": 9.13, "smiles": "O=CCOC(=O)OC(F)(F)C(F)F.CC(C)=O.CC(C)=O.CC(C)=O.CC(C)=O.CC(C)=O.CC(C)=O.CC(C)=O.CC(C)=O.CC(C)=O.CC(C)=O", "charge": 0, "total_energy_ev": -76864.045, "species": ["O", "C", "C", "O", "C", "O", "O", "C", "F", "F", "C", "F", "F", "H", "H", "H", "H", "C", "C", "C", "O", "H", "H", "H", "H", "H", "H", "C", "C", "C", "O", "H", "H", "H", "H", "H", "H", "C", "C", "C", "O", "H", "H", "H", "H", "H", "H", "C", "C", "C", "O", "H", "H", "H", "H", "H", "H", "C", "C", "C", "O", "H", "H", "H", "H", "H", "H", "C", "C", "C", "O", "H", "H", "H", "H", "H", "H", "C", "C", "C", "O", "H", "H", "H", "H", "H", "H", "C", "C", "C", "O", "H", "H", "H", "H", "H", "H", "C", "C", "C", "O", "H", "H", "H", "H", "H", "H", "C", "C", "C", "O", "H", "H", "H", "H", "H", "H"], "xyz": [[7.38334, -0.47368, 4.49889], [6.74950, -0.39222, 3.41149], [5.28827, 0.25271, 3.29052], [5.06387, 1.35629, 4.21531], [3.74515, 1.90686, 4.04366], [3.69358, 3.04610, 3.50292], [2.59118, 1.20764, 4.52151], [1.88513, 0.53687, 3.47376], [2.46765, 0.65437, 2.18889], [0.56354, 1.11192, 3.42731], [1.71675, -1.01221, 3.96105], [0.33011, -1.38026, 3.82036], [2.46921, -1.92370, 3.14983], [7.26883, -0.76247, 2.45765], [5.05316, 0.62839, 2.22629], [4.50217, -0.55986, 3.54752], [2.01076, -1.04864, 5.06671], [2.58993, 1.63684, -2.30867], [2.28859, 0.34131, -1.60313], [0.84734, -0.08546, -1.52492], [3.17797, -0.33442, -1.11433], [3.66729, 1.81821, -2.28828], [2.26482, 1.57787, -3.34946], [2.08648, 2.46233, -1.80123], [0.44496, -0.22125, -2.52952], [0.26745, 0.66521, -0.98227], [0.77880, -1.03440, -0.99034], [-1.83274, -3.74950, -4.11135], [-0.73493, -2.77051, -3.79908], [0.03707, -2.20107, -4.96093], [-0.47809, -2.44881, -2.65050], [-2.30153, -4.07611, -3.18053], [-2.59043, -3.27188, -4.73561], [-1.41822, -4.62319, -4.61949], [-0.63793, -1.65467, -5.62333], [0.53406, -3.00577, -5.50687], [0.79697, -1.51008, -4.58780], [-1.25020, -6.49223, -0.04789], [-2.47991, -6.71150, -0.88834], [-3.74132, -7.12393, -0.17705], [-2.45524, -6.56107, -2.09625], [-0.41859, -6.19919, -0.69270], [-1.43128, -5.69325, 0.67437], [-0.98354, -7.41666, 0.46909], [-4.03295, -6.35295, 0.53956], [-3.58542, -8.07638, 0.33416], [-4.54498, -7.24566, -0.90676], [1.79822, 6.66816, -2.10888], [2.41633, 5.71667, -3.09776], [3.87805, 5.89620, -3.41065], [1.76002, 4.83583, -3.62434], [0.74166, 6.42098, -1.98050], [2.29895, 6.57695, -1.14299], [1.87566, 7.69206, -2.47998], [4.47075, 5.77106, -2.50183], [4.04754, 6.88607, -3.83947], [4.18784, 5.14180, -4.13756], [1.66972, 3.47977, 6.52279], [1.56583, 2.54224, 7.69573], [0.62723, 2.92535, 8.80804], [2.21665, 1.51275, 7.74234], [2.37987, 3.07772, 5.80174], [0.69577, 3.57738, 6.03811], [2.02618, 4.45643, 6.85725], [-0.39306, 2.99865, 8.42408], [0.93729, 3.87711, 9.24500], [0.65475, 2.15786, 9.58512], [-5.18774, -3.84924, -7.94832], [-4.53014, -4.41764, -6.71944], [-4.42949, -5.91521, -6.61811], [-4.09584, -3.69312, -5.84045], [-5.19018, -2.75845, -7.88603], [-4.63095, -4.14810, -8.83935], [-6.22047, -4.19848, -8.01239], [-3.83862, -6.30421, -7.45088], [-5.42863, -6.35623, -6.62325], [-3.93364, -6.18253, -5.68167], [-3.10216, 0.00724, 9.19068], [-3.24897, 1.50487, 9.23547], [-3.82936, 2.10749, 10.48730], [-2.91149, 2.20186, 8.29565], [-2.67150, -0.28571, 8.23051], [-2.43526, -0.32492, 9.98934], [-4.08119, -0.46553, 9.29392], [-3.19474, 1.86856, 11.34357], [-4.84068, 1.72809, 10.64821], [-3.87605, 3.19336, 10.37826], [-0.37595, -6.44669, -8.70337], [-1.33976, -6.03988, -9.78610], [-0.76481, -5.39938, -11.02127], [-2.53835, -6.22183, -9.66728], [-0.92984, -6.89405, -7.87476], [0.32935, -7.18462, -9.09162], [0.15931, -5.56954, -8.33339], [-0.07674, -6.09082, -11.51250], [-0.24683, -4.47576, -10.75426], [-1.57402, -5.15911, -11.71452], [3.02119, 10.71877, 1.08693], [3.31733, 9.35303, 0.52671], [3.26795, 8.18758, 1.47909], [3.58638, 9.19713, -0.65070], [3.09319, 11.46086, 0.28861], [2.00858, 10.74139, 1.49552], [3.74812, 10.96787, 1.86295], [2.26623, 8.09782, 1.90513], [4.00574, 8.32425, 2.27250], [3.50206, 7.26780, 0.93840], [-2.09713, -1.25488, 1.69254], [-3.46901, -0.71486, 1.99495], [-3.71825, 0.74245, 1.70927], [-4.34354, -1.42822, 2.45291], [-2.06176, -2.31653, 1.94742], [-1.88003, -1.14321, 0.62765], [-1.35060, -0.72693, 2.28883], [-3.57289, 0.94275, 0.64542], [-3.04285, 1.35908, 2.30633], [-4.74784, 0.99248, 1.97520]], "forces_ev_per_a": [[-2.7, 0.4, -4.1], [1.7, 0.5, 3.2], [-0.9, -1.0, -0.6], [-2.7, -0.2, -0.3], [2.1, 4.5, -2.4], [-0.6, -5.3, 2.8], [1.7, -0.4, -2.7], [-1.7, 0.1, -0.5], [-1.3, -0.1, 3.1], [3.2, -1.1, -0.1], [-1.2, -0.8, -0.9], [3.2, 0.7, 0.3], [-1.5, 2.3, 1.9], [-1.1, 0.4, 1.0], [0.7, -0.7, 1.5], [1.5, 0.9, -0.6], [-0.4, -0.3, -1.7], [0.4, -0.1, 0.1], [0.4, -0.4, 0.4], [0.3, -0.2, 0.3], [-0.4, 0.3, -0.2], [-0.1, 0.0, 0.0], [-0.2, 0.2, 0.1], [-0.1, 0.0, -0.2], [-0.1, 0.1, 0.2], [0.0, 0.1, -0.2], [0.0, 0.1, -0.2], [0.2, 0.3, 0.5], [-0.1, -0.3, 0.8], [0.3, 0.3, 0.2], [-0.1, -0.2, -0.7], [0.1, 0.0, -0.1], [0.4, -0.2, 0.1], [-0.1, 0.1, -0.2], [0.0, -0.2, -0.1], [-0.1, 0.0, -0.1], [-0.1, -0.1, -0.1], [0.3, 0.1, -0.3], [0.0, 0.1, -0.8], [-0.3, 0.0, -0.3], [0.0, -0.1, 0.6], [-0.1, 0.0, 0.1], [0.0, -0.2, 0.1], [-0.1, 0.1, 0.2], [0.1, -0.2, 0.1], [0.0, 0.1, 0.2], [0.1, 0.0, 0.1], [-0.4, -0.2, 0.0], [-0.4, -0.5, -0.3], [0.0, -0.3, -0.3], [0.3, 0.4, 0.3], [0.1, 0.0, -0.1], [0.1, 0.3, -0.1], [0.2, 0.0, 0.2], [0.0, 0.2, 0.0], [0.1, 0.0, 0.2], [-0.1, 0.1, 0.1], [0.3, -0.2, -0.1], [0.4, -0.6, 0.1], [0.0, -0.3, 0.2], [-0.3, 0.5, -0.1], [-0.2, 0.2, 0.2], [0.0, 0.2, 0.1], [-0.2, 0.1, 0.0], [0.0, 0.2, 0.0], [-0.2, 0.1, -0.1], [0.0, 0.1, -0.1], [0.1, 0.4, 0.1], [0.2, 0.3, 0.5], [0.2, 0.0, 0.4], [-0.7, -0.4, -0.8], [0.0, -0.2, 0.0], [-0.2, -0.2, 0.0], [0.1, -0.1, -0.2], [-0.2, 0.0, -0.1], [0.1, -0.1, -0.2], [-0.1, 0.1, -0.1], [0.2, 0.0, -0.4], [0.2, 0.4, -0.6], [0.0, 0.4, -0.1], [-0.1, -0.3, 0.5], [-0.1, 0.1, 0.1], [-0.2, -0.1, 0.1], [0.1, 0.0, 0.2], [-0.2, -0.1, 0.0], [0.1, -0.1, 0.2], [0.0, -0.2, 0.0], [-0.3, -0.2, 0.3], [-0.7, -0.1, 0.1], [-0.4, 0.1, -0.2], [0.6, 0.1, 0.0], [0.1, 0.1, -0.1], [0.1, 0.2, 0.0], [0.2, -0.1, -0.1], [0.1, 0.1, 0.1], [0.2, -0.1, 0.0], [0.1, 0.0, 0.1], [0.0, 0.2, -0.3], [0.2, -0.1, -0.8], [0.1, -0.3, -0.3], [-0.1, 0.1, 0.6], [0.0, -0.1, 0.1], [0.1, 0.0, 0.2], [-0.2, 0.0, 0.1], [0.1, 0.1, 0.2], [-0.2, 0.0, 0.1], [0.0, 0.1, 0.1], [-0.1, -0.3, 0.1], [-0.5, -0.5, 0.3], [-0.4, 0.0, 0.1], [0.4, 0.4, -0.2], [0.0, 0.2, 0.0], [0.1, 0.1, 0.1], [0.0, 0.1, -0.2], [0.2, 0.1, 0.1], [0.1, 0.0, -0.2], [0.1, -0.1, 0.0]]}

---

{"formula": "C35H64FN2O15", "method": "wB97M-V/def2-TZVPD", "homo_lumo_gap_ev": 6.66, "charge": -1, "total_energy_ev": -73742.325, "species": ["O", "N", "O", "C", "N", "C", "O", "C", "F", "C", "C", "O", "O", "H", "H", "H", "H", "C", "C", "O", "C", "H", "H", "H", "H", "H", "H", "C", "C", "O", "C", "H", "H", "H", "H", "H", "H", "C", "C", "O", "C", "H", "H", "H", "H", "H", "H", "C", "C", "O", "C", "H", "H", "H", "H", "H", "H", "C", "C", "O", "C", "H", "H", "H", "H", "H", "H", "C", "C", "O", "C", "H", "H", "H", "H", "H", "H", "C", "C", "O", "C", "H", "H", "H", "H", "H", "H", "C", "C", "O", "C", "H", "H", "H", "H", "H", "H", "C", "C", "O", "C", "H", "H", "H", "H", "H", "H", "C", "C", "O", "C", "H", "H", "H", "H", "H", "H"], "xyz": [[-6.45957, -4.95796, 1.41725], [-5.42868, -4.87910, 0.88355], [-4.61287, -3.86932, 1.46595], [-4.69434, -2.64038, 0.73765], [-3.73248, -1.74205, 1.41074], [-4.25438, -0.45676, 1.32733], [-3.63302, 0.53153, 1.01939], [-5.73421, -0.64455, 1.65075], [-5.78228, -1.05616, 2.97103], [-6.03380, -1.88021, 0.81552], [-6.56821, -1.61520, -0.60434], [-5.74373, -1.30040, -1.49555], [-7.79619, -1.75795, -0.72889], [-4.26593, -2.71471, -0.24916], [-2.87587, -1.70580, 0.86406], [-6.36189, 0.21036, 1.46142], [-6.81238, -2.38937, 1.35805], [-0.93972, 1.11690, 2.45364], [0.20810, 0.72311, 1.56784], [0.30857, -0.39320, 1.10384], [1.23677, 1.78670, 1.27012], [-1.60380, 0.26658, 2.58267], [-0.57228, 1.43575, 3.42372], [-1.49967, 1.92841, 1.98848], [1.69266, 2.12911, 2.19949], [0.76189, 2.63222, 0.77014], [2.00646, 1.37480, 0.61922], [-1.06692, -4.33802, -2.84766], [-1.73811, -3.38760, -1.88991], [-2.77071, -3.68111, -1.33053], [-1.05522, -2.06567, -1.65882], [-1.65296, -5.25195, -2.92292], [-0.99042, -3.88125, -3.83613], [-0.06826, -4.58618, -2.48306], [-0.98210, -1.51545, -2.59706], [-0.05586, -2.22932, -1.25018], [-1.62917, -1.47007, -0.95288], [0.21196, -2.74283, 3.15832], [1.35360, -3.51535, 3.75766], [1.78244, -3.28739, 4.86665], [1.95488, -4.60507, 2.89739], [-0.13193, -1.99265, 3.86666], [0.54003, -2.24104, 2.24798], [-0.61500, -3.41684, 2.92598], [2.34402, -4.17502, 1.97269], [1.19564, -5.35031, 2.65552], [2.76809, -5.08678, 3.43748], [3.03684, -6.73921, 0.49861], [2.92431, -5.58520, -0.46648], [1.89764, -5.36602, -1.06763], [4.14766, -4.73059, -0.64545], [2.09054, -7.27547, 0.53538], [3.82348, -7.41835, 0.16724], [3.27363, -6.36884, 1.49765], [4.96181, -5.34126, -1.01849], [4.43452, -4.27789, 0.30657], [3.93714, -3.93902, -1.36197], [-0.83762, 4.76056, 5.60097], [0.32352, 4.36198, 4.72106], [0.42247, 3.23736, 4.28666], [1.34668, 5.42261, 4.40523], [-1.49517, 3.90621, 5.74496], [-0.47085, 5.09549, 6.57242], [-1.40144, 5.56755, 5.13089], [1.80512, 5.78425, 5.32753], [0.87694, 6.25575, 3.88484], [2.11633, 5.00472, 3.76821], [4.66612, 6.45636, 0.88134], [4.06475, 7.29246, 1.98942], [3.08017, 6.91430, 2.58279], [4.71591, 8.60686, 2.33408], [4.06049, 5.55862, 0.77414], [4.65561, 7.00911, -0.05961], [5.68729, 6.17244, 1.12285], [4.70618, 9.26413, 1.46392], [5.74385, 8.44199, 2.64904], [4.16059, 9.07997, 3.14180], [3.01203, -7.99810, -3.41838], [4.48463, -7.69183, -3.31540], [4.94909, -7.12933, -2.34959], [5.35676, -8.11487, -4.47180], [2.49868, -7.64031, -2.52904], [2.58840, -7.50048, -4.29161], [2.86141, -9.07519, -3.50923], [5.02656, -7.62224, -5.38727], [5.30063, -9.19619, -4.60434], [6.38814, -7.83488, -4.27021], [9.52144, 7.79489, -0.26000], [8.23022, 8.28683, 0.34564], [7.59448, 7.60098, 1.11226], [7.77627, 9.67002, -0.05296], [9.73407, 6.79322, 0.10520], [9.43718, 7.76676, -1.34736], [10.34147, 8.45764, 0.02027], [7.62297, 9.71523, -1.13211], [8.52814, 10.40616, 0.23469], [6.84200, 9.90630, 0.44745], [-9.22301, -1.06583, -3.41861], [-9.34559, 0.18785, -4.23193], [-10.38986, 0.54267, -4.74043], [-8.08615, 1.00726, -4.38902], [-10.18791, -1.56857, -3.37749], [-8.49048, -1.73488, -3.87077], [-8.89740, -0.83549, -2.40208], [-7.31602, 0.41171, -4.88016], [-7.72313, 1.32063, -3.40957], [-8.29829, 1.88835, -4.99350], [-2.75052, 2.59185, -2.55044], [-2.78535, 1.14343, -2.98101], [-1.75844, 0.51823, -3.13946], [-4.14098, 0.53482, -3.19587], [-1.71693, 2.91109, -2.42901], [-3.23079, 3.21630, -3.30569], [-3.27332, 2.70698, -1.59991], [-4.66600, 1.08078, -3.98414], [-4.72580, 0.56656, -2.27695], [-4.03511, -0.50441, -3.49176]], "forces_ev_per_a": [[0.0, -0.1, 0.2], [0.0, -0.1, -0.6], [-0.3, 0.0, 0.4], [0.9, 1.0, 1.2], [0.5, 0.6, -1.3], [-0.2, -0.3, 0.4], [-0.2, 0.3, 0.2], [0.7, -0.6, -1.1], [-0.3, 0.5, 0.7], [0.0, -0.2, -0.2], [-0.3, 0.2, -0.6], [0.2, 0.1, 0.4], [-0.4, 0.1, 0.1], [-0.8, -0.7, -0.5], [0.4, -0.4, 0.5], [-0.2, 0.3, 0.2], [-0.1, -0.5, 0.1], [-0.1, -0.5, -0.1], [-0.1, 0.0, 0.0], [0.1, 0.1, -0.1], [0.2, -0.2, -0.1], [0.0, 0.0, -0.1], [0.1, 0.2, 0.0], [0.0, 0.1, 0.1], [-0.1, 0.2, 0.0], [0.0, 0.1, 0.1], [0.0, 0.0, 0.0], [-0.1, -0.2, 0.0], [0.1, 0.2, 0.1], [0.1, -0.1, -0.1], [-0.1, -0.2, 0.1], [0.0, 0.0, 0.0], [0.1, 0.1, 0.0], [0.1, 0.1, -0.1], [0.1, 0.0, 0.1], [0.0, 0.0, -0.1], [0.0, 0.1, 0.0], [0.1, 0.0, 0.3], [-0.1, 0.1, 0.0], [0.1, 0.0, 0.0], [0.1, 0.0, 0.2], [0.0, 0.0, 0.0], [-0.2, -0.1, -0.1], [0.0, 0.0, -0.2], [-0.2, 0.0, -0.1], [0.0, 0.1, -0.2], [0.0, 0.0, 0.0], [-0.2, -0.1, 0.0], [0.1, -0.1, 0.0], [-0.1, 0.0, -0.1], [-0.2, 0.4, 0.0], [0.0, 0.0, 0.0], [0.1, 0.1, 0.0], [0.1, -0.1, -0.1], [0.1, -0.1, 0.1], [0.1, -0.1, 0.0], [0.0, 0.0, 0.0], [-0.1, -0.2, 0.0], [0.0, 0.1, 0.0], [0.1, 0.1, 0.1], [-0.1, -0.4, 0.0], [0.0, 0.0, 0.0], [0.0, 0.1, 0.0], [0.1, 0.1, 0.1], [-0.1, 0.1, 0.0], [0.0, 0.1, 0.1], [0.0, 0.0, -0.1], [-0.4, -0.1, 0.2], [0.0, -0.1, -0.1], [0.1, 0.1, 0.0], [-0.2, 0.0, 0.2], [0.0, 0.0, 0.0], [0.2, 0.0, 0.0], [0.1, 0.2, -0.1], [0.1, 0.0, -0.1], [0.1, 0.0, -0.2], [0.0, 0.0, 0.0], [0.0, 0.1, 0.2], [-0.1, 0.0, 0.0], [0.1, -0.2, -0.1], [0.2, 0.1, 0.1], [0.0, 0.0, 0.0], [0.0, -0.1, -0.1], [0.0, 0.0, -0.2], [-0.1, -0.1, 0.0], [-0.1, 0.0, -0.1], [0.0, 0.0, 0.0], [-0.1, -0.2, 0.1], [0.1, -0.1, 0.0], [0.1, 0.1, 0.0], [-0.2, -0.1, 0.1], [0.0, 0.0, 0.0], [0.1, 0.1, 0.0], [0.0, 0.1, -0.1], [0.1, 0.1, 0.0], [0.1, 0.0, -0.1], [0.0, 0.0, 0.0], [-0.4, 0.1, -0.2], [-0.1, -0.1, 0.0], [0.0, 0.1, 0.0], [-0.2, 0.2, -0.2], [0.0, 0.0, 0.0], [0.2, 0.0, 0.2], [0.3, -0.2, 0.0], [0.1, 0.0, 0.2], [0.1, -0.2, 0.0], [0.0, 0.0, 0.0], [0.3, 0.0, 0.1], [-0.1, 0.0, 0.0], [0.0, 0.2, -0.1], [0.3, 0.0, -0.2], [0.0, 0.0, 0.0], [-0.1, 0.0, 0.1], [-0.1, 0.0, -0.1], [-0.1, 0.1, 0.1], [-0.1, 0.0, 0.0], [-0.1, -0.1, 0.1]]}

---

Which of these has the highest charge? C35H64F4O14

---

Among the records above, which one has the lowest charge? C35H64FN2O15

---

Among the records above, which one has the highest charge? C35H64F4O14

---

The lowest charge belongs to which entry? C35H64FN2O15